No. 1
The following is a DFT calculation (wB97M-V/def2-TZVPD) of a molecular structure, C24H25N3O7PdS.

XYZ file:
```
61
C24H25N3O7PdS | OMol25 | wB97M-V/def2-TZVPD
Pd -0.95347 -0.06378 0.55289
O -0.65927 1.28972 6.70649
C -0.89407 1.05722 5.36069
C -0.70577 2.05352 4.41669
C -0.95717 1.76872 3.07889
N -1.38957 0.57662 2.68499
C -1.58607 -0.38348 3.58459
C -1.34377 -0.18468 4.94039
C -2.17297 -1.74058 3.08509
O -2.61697 -2.49318 3.96729
O -2.14707 -1.94428 1.85879
C -0.75747 2.87852 2.00849
O -0.81857 4.04762 2.42659
O -0.54327 2.50402 0.84069
H -0.34647 2.19962 6.78889
H -0.38227 3.04962 4.69569
H -1.52547 -0.98278 5.64409
C 3.10033 1.69902 0.41749
N 3.32343 0.26392 0.40439
C 4.66213 -0.13288 0.79499
C 2.22423 -0.45928 0.91209
O 1.33933 0.11612 1.52029
N 2.20993 -1.80828 0.72749
C 0.95963 -2.46188 1.08069
C 3.11493 -2.48448 -0.16601
H 3.70683 2.15542 -0.36811
H 3.35643 2.14892 1.38359
H 2.04323 1.89512 0.23099
H 5.24553 0.74772 1.07489
H 5.19053 -0.63538 -0.02331
H 4.63623 -0.79868 1.66169
H 0.10013 -1.75208 0.94259
H 0.97673 -2.77508 2.12809
H 0.78583 -3.32708 0.44449
H 4.04253 -2.75868 0.34829
H 3.34013 -1.85908 -1.03081
H 2.64623 -3.39618 -0.52721
O 1.21633 -1.06708 -1.90631
S 0.41293 0.16232 -1.70431
C -0.03697 0.65112 -3.40471
C -0.62057 1.88912 -3.65001
C -1.15477 2.16192 -4.89391
C -1.11877 1.20702 -5.90291
C -0.51467 -0.02038 -5.66361
C 0.03063 -0.28908 -4.42541
C -1.29237 -0.38218 -1.47191
C -1.70817 -1.65848 -1.86521
C -3.05347 -1.93438 -1.98701
C -4.00287 -0.96588 -1.66351
C -3.60537 0.28372 -1.22741
C -2.24917 0.61212 -1.14471
H -0.66017 2.62552 -2.86201
H -1.61687 3.12252 -5.08341
H -1.56477 1.41222 -6.86771
H -0.49067 -0.76718 -6.44901
H 0.50863 -1.23238 -4.20491
H -0.95167 -2.39308 -2.11251
H -3.38317 -2.91118 -2.32591
H -5.05747 -1.19758 -1.76501
H -4.34807 1.02722 -0.96111
H -1.94297 1.65422 -1.05521
```

Output
Frontier orbital gap in eV: 5.00
E in a.u.: -2146.6021
HOMO level in eV: -0.5
Charge: -2

Listed below, in e, are the Löwdin charges computed for each atom: Pd 0.589; O 0.017; C -0.300; C 0.027; C -0.169; N 0.095; C -0.159; C 0.039; C -0.680; O -0.066; O -0.070; C -0.671; O -0.066; O -0.078; H 0.087; H 0.109; H 0.111; C -0.073; N -0.145; C -0.092; C -0.542; O 0.020; N -0.125; C -0.040; C -0.091; H 0.082; H 0.089; H 0.067; H 0.075; H 0.070; H 0.089; H 0.037; H 0.093; H 0.086; H 0.068; H 0.074; H 0.080; O -0.509; S 0.969; C -0.336; C -0.087; C -0.101; C -0.118; C -0.103; C -0.086; C -0.540; C -0.099; C -0.119; C -0.134; C -0.104; C -0.193; H 0.110; H 0.093; H 0.085; H 0.091; H 0.098; H 0.100; H 0.086; H 0.080; H 0.093; H 0.087


No. 2
The following is a DFT calculation (wB97M-V/def2-TZVPD) of a molecular structure, C24H25N4O6PbS.

XYZ file:
```
61
C24H25N4O6PbS | OMol25 | wB97M-V/def2-TZVPD
Pb 1.50931 1.21666 -1.32475
O -0.09657 1.45749 2.36471
C -0.27782 2.74200 1.80161
C 1.03603 3.42676 1.42929
N 1.37514 3.41497 -0.01148
C 2.78798 3.80169 -0.15380
C 3.74936 2.71562 0.36285
O 4.80722 3.07073 0.86299
O 3.35229 1.50951 0.16818
C 0.52191 4.36702 -0.72809
C 0.60053 4.26942 -2.25934
O 0.20596 5.24196 -2.89393
O 0.99274 3.14654 -2.72232
H 0.31932 0.87697 1.70710
H -0.78336 3.32854 2.57026
H -0.94524 2.69472 0.93490
H 1.83785 2.92911 1.97625
H 1.02142 4.47624 1.75613
H 2.98599 4.74068 0.37280
H 2.99248 3.95886 -1.21652
H 0.74933 5.39438 -0.42235
H -0.51898 4.17189 -0.45973
N -6.13566 -5.34070 2.71123
C -5.34150 -4.61605 2.30435
C -4.34587 -3.70787 1.79644
C -4.07129 -3.67374 0.43187
C -3.11475 -2.79722 -0.05057
C -2.42160 -1.96265 0.82019
C -2.70138 -2.00343 2.18315
C -3.66412 -2.86755 2.67403
C -1.37229 -1.02883 0.31555
C -1.81725 0.05769 -0.42128
C -3.18497 0.38339 -0.68975
C -3.18118 1.49856 -1.48294
C -1.81243 1.82641 -1.68594
N -1.00311 0.99821 -1.05258
C -0.05671 -1.36338 0.68025
C 0.36544 -2.54711 1.34044
C 1.72590 -2.42317 1.54545
C 2.08764 -1.16653 1.01285
N 1.03893 -0.53749 0.48692
H -4.60763 -4.32968 -0.24020
H -2.89734 -2.75526 -1.10992
H -2.15892 -1.34696 2.85164
H -3.88943 -2.89685 3.73127
H -4.04467 -0.15333 -0.32130
H -4.02891 2.03018 -1.88373
H -1.41050 2.62804 -2.29116
H -0.26557 -3.37520 1.62273
H 2.38337 -3.12415 2.03511
H 3.05526 -0.68236 1.00824
C 4.09112 -2.71435 -1.65953
S 2.96465 -1.90877 -2.80151
C 1.52247 -2.90041 -2.41115
O 3.40767 -2.29555 -4.17150
H 4.32231 -3.69385 -2.08023
H 3.62955 -2.79830 -0.67684
H 4.99119 -2.10726 -1.59485
H 1.73561 -3.93603 -2.67942
H 0.69800 -2.52011 -3.01177
H 1.28509 -2.80009 -1.35033
```

Output
Frontier orbital gap in eV: 6.83
E in a.u.: -2191.1810
Relative energy (zero: lowest compared OMol25 entry of this formula, charge and spin) in eV: 0.0359
HOMO level in eV: -5.6
Charge: -1

Listed below, in e, are the Löwdin charges computed for each atom: Pb 1.472; O -0.069; C -0.234; C -0.146; N -0.242; C -0.129; C -0.688; O 0.023; O -0.233; C -0.124; C -0.711; O 0.010; O -0.232; H 0.034; H 0.117; H 0.094; H 0.133; H 0.126; H 0.132; H 0.130; H 0.131; H 0.116; N 0.144; C -0.189; C -0.237; C -0.020; C -0.010; C -0.191; C 0.000; C -0.015; C -0.050; C -0.261; C -0.027; C -0.062; C -0.153; N -0.035; C -0.294; C -0.039; C -0.086; C -0.180; N -0.074; H 0.118; H 0.128; H 0.133; H 0.119; H 0.107; H 0.091; H 0.102; H 0.107; H 0.090; H 0.100; C -0.251; S 0.745; C -0.253; O -0.555; H 0.058; H 0.032; H 0.053; H 0.060; H 0.053; H 0.030